Entry 1:
The following is a DFT calculation (ωB97M-V with the def2-TZVPD basis set) of a 13-piece molecular cluster, C69H159N5O29S8 overall in a non-equilibrium geometry.

XYZ file:
```
270
Properties=species:S:1:pos:R:3
O -4.729 13.182 33.852
S -5.470 12.537 32.833
O -4.849 11.385 32.292
O -6.939 12.141 33.455
C -7.066 10.779 33.927
C -6.482 10.587 35.316
C -5.897 13.420 31.691
H -6.585 10.118 33.174
H -8.132 10.601 33.891
H -6.518 9.549 35.535
H -6.990 11.190 36.071
H -5.370 10.726 35.363
H -6.225 12.880 30.832
H -5.179 14.175 31.371
H -6.768 14.062 32.009
O -0.707 9.874 30.064
S -0.776 8.623 30.785
O -1.722 7.666 30.356
O 0.648 7.992 30.868
C 1.312 7.507 29.608
C 2.800 7.668 29.801
C -0.913 9.097 32.487
H 1.047 8.207 28.805
H 1.033 6.429 29.447
H 3.175 7.190 30.722
H 3.129 8.699 29.709
H 3.464 7.193 29.053
H -0.081 9.671 32.802
H -0.859 8.197 33.135
H -1.875 9.648 32.596
O -5.743 10.311 26.936
S -4.977 10.285 28.114
O -5.085 11.371 29.074
O -5.328 8.939 28.770
C -4.749 8.571 30.032
C -5.160 7.163 30.469
C -3.273 10.154 27.736
H -5.051 9.281 30.806
H -3.658 8.553 29.982
H -5.213 6.544 29.602
H -6.153 7.114 31.013
H -4.312 6.881 31.099
H -2.996 9.332 27.098
H -2.707 10.129 28.716
H -3.093 11.098 27.302
O -1.157 6.553 24.574
S -1.318 7.316 25.783
O -0.191 8.067 26.308
O -2.390 8.430 25.432
C -2.394 9.116 24.154
C -3.608 10.002 24.102
C -2.073 6.341 27.146
H -2.421 8.304 23.392
H -1.452 9.655 23.977
H -3.793 10.554 25.000
H -4.426 9.270 24.012
H -3.571 10.568 23.165
H -3.102 6.054 26.818
H -2.227 7.015 27.962
H -1.402 5.464 27.347
O -7.202 15.875 26.479
S -7.215 17.263 26.949
O -7.474 18.378 26.040
O -8.235 17.414 28.214
C -8.747 16.164 28.743
C -7.853 15.646 29.759
C -5.706 17.575 27.746
H -8.951 15.450 27.918
H -9.714 16.459 29.158
H -7.954 16.151 30.709
H -6.840 15.716 29.495
H -8.025 14.534 29.939
H -5.627 18.626 28.123
H -4.840 17.458 27.144
H -5.678 16.864 28.591
O 2.814 16.031 30.218
S 1.591 16.546 30.825
O 1.581 17.226 32.116
O 0.886 17.510 29.745
C 1.547 17.790 28.440
C 1.382 19.195 27.984
C 0.475 15.179 30.964
H 1.023 17.141 27.753
H 2.587 17.521 28.531
H 0.416 19.646 27.989
H 1.889 19.229 27.010
H 1.982 19.885 28.593
H 1.051 14.444 31.502
H 0.416 14.797 29.965
H -0.439 15.425 31.507
O -4.878 18.986 32.439
S -4.472 17.900 31.546
O -5.461 17.062 30.944
O -3.704 18.448 30.261
C -2.975 19.676 30.300
C -3.825 20.894 29.948
C -3.104 17.098 32.233
H -2.133 19.470 29.561
H -2.538 19.843 31.262
H -3.134 21.769 29.928
H -4.554 20.946 30.763
H -4.344 20.852 28.943
H -2.239 17.649 32.553
H -2.837 16.496 31.372
H -3.415 16.551 33.107
O -1.794 15.231 28.694
S -2.873 14.351 29.053
O -3.999 15.067 29.531
O -3.254 13.534 27.805
C -4.265 14.101 26.869
C -4.259 13.329 25.563
C -2.402 13.170 30.253
H -3.973 15.121 26.692
H -5.218 13.987 27.373
H -4.820 12.388 25.571
H -3.181 13.134 25.303
H -4.709 13.880 24.742
H -3.216 12.490 30.513
H -2.050 13.682 31.136
H -1.517 12.653 29.786
C -8.450 9.462 30.591
C -9.402 10.360 29.833
C -9.575 10.034 28.349
C -10.272 8.726 28.078
C -11.645 8.804 28.664
C -11.677 9.159 30.148
N -10.843 10.354 30.326
O -10.880 10.649 31.752
C -13.126 9.453 30.578
C -11.070 7.948 30.958
C -8.863 11.793 30.009
H -8.308 8.376 30.240
H -8.790 9.564 31.564
H -7.455 9.974 30.530
H -10.134 10.886 27.873
H -8.563 10.049 27.901
H -9.731 7.833 28.397
H -10.396 8.589 26.991
H -12.288 7.961 28.470
H -12.172 9.661 28.183
H -13.562 10.353 30.079
H -13.690 8.608 30.226
H -13.219 9.604 31.659
H -10.120 7.678 30.403
H -10.834 8.380 31.950
H -11.685 7.097 31.077
H -8.902 12.070 31.054
H -9.500 12.497 29.504
H -7.843 11.981 29.616
H -11.351 11.499 31.688
C -3.182 11.455 19.973
C -1.901 12.291 19.982
C -0.844 11.701 19.093
C 0.235 12.744 18.735
C -0.360 14.029 18.267
C -1.308 14.611 19.261
N -2.313 13.581 19.482
O -3.257 14.167 20.386
C -0.687 15.193 20.550
C -1.991 15.792 18.573
C -1.379 12.298 21.413
H -2.880 10.479 20.337
H -3.486 11.314 18.924
H -4.010 11.851 20.485
H -0.457 10.798 19.521
H -1.226 11.297 18.154
H 0.771 12.325 17.860
H 0.911 12.925 19.581
H -0.888 13.808 17.362
H 0.375 14.751 17.883
H -0.446 16.237 20.534
H -1.386 15.040 21.307
H 0.282 14.793 20.867
H -2.672 15.317 17.843
H -2.526 16.391 19.261
H -1.145 16.366 18.132
H -0.627 12.979 21.647
H -1.014 11.358 21.824
H -2.231 12.561 22.034
H -3.900 14.652 19.866
C -2.825 19.443 26.998
C -2.398 18.918 25.691
C -1.311 17.800 25.899
C -0.998 16.954 24.639
C -2.317 16.242 24.276
C -3.381 17.299 23.938
N -3.563 18.142 25.186
O -4.679 19.009 24.962
C -3.017 18.052 22.698
C -4.669 16.649 23.687
C -2.012 20.155 24.845
H -1.911 19.841 27.497
H -3.039 18.612 27.679
H -3.646 20.244 26.962
H -0.368 18.223 26.244
H -1.712 17.075 26.653
H -0.180 16.189 24.840
H -0.646 17.608 23.883
H -2.691 15.598 25.087
H -2.253 15.496 23.469
H -2.881 17.353 21.914
H -3.892 18.637 22.437
H -2.132 18.676 22.672
H -5.515 17.258 23.566
H -4.625 15.943 22.809
H -5.003 16.139 24.588
H -1.547 20.853 25.542
H -2.934 20.585 24.481
H -1.326 19.944 23.992
H -5.231 19.088 25.741
C -7.457 15.140 21.840
C -7.949 13.802 22.407
C -7.005 12.709 22.077
C -7.321 11.360 22.658
C -7.396 11.414 24.176
C -8.321 12.497 24.654
N -7.937 13.786 23.923
O -8.849 14.807 24.322
C -9.756 12.105 24.505
C -8.065 12.742 26.144
C -9.380 13.601 21.857
H -6.568 15.611 22.249
H -8.229 15.867 21.792
H -7.161 15.028 20.751
H -6.893 12.709 20.995
H -6.010 13.013 22.526
H -6.494 10.668 22.445
H -8.277 11.000 22.262
H -6.351 11.651 24.518
H -7.489 10.501 24.783
H -10.426 12.961 24.476
H -10.015 11.461 23.656
H -10.051 11.590 25.443
H -6.955 12.981 26.187
H -8.804 13.528 26.358
H -8.320 11.913 26.750
H -9.577 12.560 21.695
H -9.418 14.073 20.927
H -10.133 14.044 22.486
H -8.456 15.383 24.966
C 2.283 13.687 26.806
C 1.651 12.291 26.704
C 0.295 12.360 25.921
C 0.366 12.469 24.399
C 1.309 11.317 23.967
C 2.785 11.332 24.612
N 2.563 11.324 26.058
O 3.826 11.411 26.646
C 3.525 10.006 24.223
C 3.628 12.416 24.039
C 1.359 11.750 28.124
H 3.266 13.618 27.211
H 1.686 14.274 27.484
H 2.264 14.176 25.791
H -0.292 11.469 26.219
H -0.267 13.255 26.305
H 0.700 13.426 24.066
H -0.684 12.283 24.112
H 1.483 11.294 22.877
H 0.914 10.307 24.252
H 4.557 10.032 24.504
H 3.077 9.118 24.677
H 3.348 9.899 23.192
H 3.002 13.297 24.119
H 4.533 12.618 24.642
H 3.914 12.136 22.992
H 0.707 10.852 28.046
H 0.965 12.619 28.704
H 2.296 11.504 28.603
H 4.093 10.502 26.758
```

Calculated values
Multiplicity: 1
Total charge: 0

***

Entry 2:
The following is a DFT calculation (ωB97M-V with the def2-TZVPD basis set) of a 13-piece molecular cluster, C69H61Br3N12O20 overall in a non-equilibrium geometry.

XYZ file:
```
165
Properties=species:S:1:pos:R:3
N -16.125 19.107 5.205
C -16.074 20.023 6.169
C -16.276 19.450 7.434
C -16.397 18.059 7.241
C -16.287 17.906 5.832
H -15.994 19.297 4.221
H -16.013 21.061 5.877
H -16.279 19.866 8.431
H -16.605 17.315 7.995
H -16.218 17.074 5.148
N -10.081 28.342 4.568
C -9.137 27.396 4.837
C -7.775 27.917 4.529
C -8.036 29.317 4.348
C -9.397 29.553 4.300
H -11.087 28.254 4.583
H -9.438 26.372 5.005
H -6.851 27.359 4.507
H -7.348 30.109 4.092
H -10.012 30.435 4.202
C -12.955 27.627 0.421
Br -13.334 25.688 -0.053
Br -14.133 28.826 -0.656
Br -11.027 28.116 0.235
H -13.207 27.700 1.479
C -19.547 22.482 0.307
C -20.016 23.543 -0.468
C -19.419 24.758 -0.276
C -18.304 24.901 0.570
C -17.902 23.838 1.410
C -18.531 22.601 1.244
N -17.581 26.213 0.535
O -18.023 27.092 -0.163
O -16.488 26.274 1.116
H -19.996 21.532 0.058
H -20.842 23.364 -1.140
H -19.667 25.608 -0.894
H -17.089 24.033 2.094
H -18.085 21.848 1.876
C -15.083 24.520 4.332
C -14.648 23.290 3.815
C -13.391 23.247 3.290
C -12.499 24.339 3.241
C -12.960 25.556 3.851
C -14.206 25.601 4.413
N -11.203 24.205 2.587
O -10.600 25.199 2.344
O -10.772 23.062 2.314
H -16.120 24.596 4.622
H -15.312 22.439 3.800
H -13.150 22.308 2.813
H -12.328 26.426 3.749
H -14.504 26.462 4.993
C -20.939 25.167 7.649
C -21.775 24.238 7.208
C -21.472 23.254 6.300
C -20.202 23.159 5.791
C -19.301 24.183 6.128
C -19.675 25.160 7.117
N -19.783 22.066 4.878
O -18.585 21.933 4.656
O -20.615 21.249 4.469
H -21.263 25.997 8.260
H -22.803 24.245 7.539
H -22.170 22.512 5.943
H -18.295 24.100 5.744
H -18.885 25.835 7.411
C -20.750 29.246 2.248
C -20.501 27.942 2.266
C -19.445 27.364 2.987
C -18.620 28.221 3.701
C -18.843 29.603 3.619
C -19.917 30.132 2.936
N -17.481 27.688 4.504
O -16.544 28.459 4.843
O -17.555 26.546 4.957
H -21.638 29.571 1.726
H -21.245 27.361 1.741
H -19.400 26.284 2.991
H -18.114 30.264 4.066
H -20.089 31.198 2.918
C -16.692 31.594 1.090
C -15.631 32.496 1.302
C -14.508 32.118 2.036
C -14.432 30.736 2.493
C -15.425 29.840 2.115
C -16.595 30.283 1.467
N -13.229 30.308 3.252
O -12.330 31.085 3.417
O -13.048 29.211 3.691
H -17.606 31.940 0.631
H -15.679 33.515 0.948
H -13.718 32.844 2.159
H -15.418 28.830 2.498
H -17.348 29.544 1.238
C -15.935 23.720 8.415
C -16.943 23.942 9.369
C -17.301 25.289 9.663
C -16.607 26.361 9.106
C -15.612 26.053 8.118
C -15.292 24.760 7.835
N -17.099 27.751 9.311
O -18.063 27.913 10.033
O -16.632 28.615 8.665
H -15.661 22.697 8.206
H -17.558 23.181 9.827
H -18.087 25.501 10.374
H -15.133 26.806 7.509
H -14.438 24.593 7.195
C -12.542 18.501 6.018
C -12.585 19.335 4.879
C -11.436 19.585 4.175
C -10.262 19.068 4.635
C -10.213 18.136 5.670
C -11.352 17.851 6.384
N -8.963 19.397 3.979
O -9.000 20.157 3.012
O -7.931 18.971 4.421
H -13.459 18.225 6.519
H -13.571 19.626 4.550
H -11.535 20.239 3.321
H -9.322 17.570 5.898
H -11.244 17.220 7.254
C -16.209 18.731 -2.271
C -17.071 18.807 -1.189
C -16.575 19.240 0.031
C -15.318 19.620 0.240
C -14.447 19.563 -0.850
C -14.856 19.024 -2.094
N -14.895 20.064 1.570
O -15.761 20.326 2.406
O -13.730 20.113 1.835
H -16.625 18.240 -3.138
H -18.131 18.608 -1.127
H -17.193 19.318 0.914
H -13.379 19.648 -0.716
H -14.201 18.938 -2.949
C -11.911 31.289 9.390
C -11.913 30.097 10.127
C -12.084 28.901 9.417
C -12.321 28.901 8.038
C -12.278 30.099 7.376
C -12.079 31.284 8.021
N -12.512 27.611 7.336
O -12.355 26.618 8.034
O -12.819 27.627 6.136
H -11.701 32.200 9.930
H -11.890 29.994 11.202
H -11.984 28.058 10.085
H -12.298 30.155 6.297
H -12.126 32.244 7.528
C -7.259 23.054 3.116
C -6.335 22.041 3.273
C -5.396 21.718 2.327
C -5.384 22.471 1.090
C -6.367 23.455 0.897
C -7.231 23.803 1.953
N -4.375 22.075 0.066
O -4.130 22.900 -0.765
O -3.966 20.909 0.113
H -7.937 23.241 3.935
H -6.407 21.450 4.175
H -4.661 20.940 2.473
H -6.431 23.994 -0.037
H -7.956 24.578 1.750
```

Calculated values
Multiplicity: 1
Total charge: 0

***

The evaluated orbital gap for the records listed, in turn: 8.2, 6.0 eV.